Molecular formula: C3H3N3O
Method: DFT, ωB97M-V with the def2-TZVPD basis set

Geometry as ORCA input:
```
! RIJCOSX wB97M-V def2-TZVPD def2/J DEFGRID3
* xyz 0 1
H 1.6866 2.2333 0.2315
N 0.6748 2.1215 0.0640
N 0.4623 0.8969 0.0643
C -0.8768 0.5232 -0.1448
C -1.1411 -0.7932 -0.1613
N -0.1784 -1.7840 -0.0157
C 1.0269 -1.7081 0.1782
O 2.1743 -1.8327 0.3472
H -1.6455 1.2849 -0.2610
H -2.1544 -1.1647 -0.2912
*
```

Highest occupied orbital energy = -9.48 eV
Energy above the lowest of the compared OMol25 structures with the same formula, charge and spin = 46.7 kcal/mol
Lowest unoccupied orbital energy = -0.25 eV
HOMO-LUMO gap = 9.2 eV

Charges in e, computed with Löwdin, in the same order as the atoms:
1. H 0.06
2. N 0.07
3. N -0.08
4. C -0.15
5. C -0.11
6. N 0.12
7. C -0.30
8. O 0.18
9. H 0.10
10. H 0.11

Molecular formula: C21H20Cl3N4PtS2Si
Method: DFT, ωB97M-V with the def2-TZVPD basis set

Geometry as ORCA input:
```
! RIJCOSX wB97M-V def2-TZVPD def2/J DEFGRID3
* xyz 3 1
Pt -0.1475 0.4257 1.0352
C -4.0702 -2.7590 1.6344
N -3.5260 -1.8021 2.6137
C -3.7120 -1.8838 3.9736
C -3.0456 -0.8566 4.5432
N -2.4745 -0.1289 3.5119
C -2.7804 -0.7319 2.3354
S -2.2748 -0.2911 0.7448
C -1.7708 1.0916 3.6698
C -2.0739 1.9383 4.7177
C -1.3632 3.1197 4.8531
C -0.3906 3.4395 3.9155
C -0.1676 2.5621 2.8799
N -0.8314 1.3896 2.7603
H -4.9047 -3.2762 2.0981
H -3.2971 -3.4745 1.3607
H -4.4284 -2.2292 0.7570
H -4.2904 -2.6745 4.4220
H -2.9075 -0.6002 5.5791
H -2.8731 1.6900 5.4019
H -1.5835 3.7932 5.6712
H 0.1783 4.3566 3.9733
H 0.5631 2.7897 2.1095
N 0.8778 0.4327 -0.6682
S 0.6907 -0.4193 -2.1398
C 2.2552 -1.1644 -2.4320
C 3.4166 -0.3902 -2.4659
C 4.6215 -1.0274 -2.6953
C 4.6527 -2.4045 -2.9100
C 3.4863 -3.1569 -2.8944
C 2.2691 -2.5393 -2.6470
C 0.6121 0.8961 -3.3395
C -0.1104 2.0438 -3.0358
C -0.2613 3.0076 -4.0186
C 0.2860 2.8092 -5.2808
C 0.9864 1.6469 -5.5705
C 1.1553 0.6718 -4.5988
H 1.8626 0.2729 -0.4278
H 3.3749 0.6869 -2.3482
H 5.5366 -0.4523 -2.7307
H 5.5993 -2.8910 -3.1047
H 3.5221 -4.2210 -3.0830
H 1.3489 -3.1093 -2.6450
H -0.5404 2.1942 -2.0549
H -0.8080 3.9146 -3.8012
H 0.1612 3.5650 -6.0442
H 1.4064 1.4943 -6.5550
H 1.6967 -0.2360 -4.8287
Cl 0.7667 -2.9928 0.3707
Si 0.8033 -1.5803 1.7738
Cl 2.6052 -0.7615 2.1448
Cl -0.1016 -2.1777 3.4697
*
```

Highest occupied orbital energy = -16.87 eV
Energy above the lowest of the compared OMol25 structures with the same formula, charge and spin = 10.9 kcal/mol
Lowest unoccupied orbital energy = -11.62 eV
HOMO-LUMO gap = 5.3 eV

Charges in e, computed with Löwdin, in the same order as the atoms:
1. Pt 0.84
2. C 0.04
3. N -0.08
4. C 0.03
5. C 0.01
6. N -0.01
7. C -0.64
8. S 0.79
9. C -0.22
10. C 0.06
11. C 0.04
12. C 0.02
13. C -0.08
14. N -0.07
15. H 0.12
16. H 0.11
17. H 0.10
18. H 0.16
19. H 0.15
20. H 0.14
21. H 0.15
22. H 0.14
23. H 0.13
24. N -0.46
25. S 1.13
26. C -0.47
27. C -0.07
28. C -0.02
29. C -0.01
30. C -0.03
31. C -0.11
32. C -0.41
33. C -0.09
34. C -0.04
35. C -0.02
36. C -0.02
37. C -0.06
38. H -0.02
39. H 0.13
40. H 0.13
41. H 0.13
42. H 0.13
43. H 0.11
44. H 0.09
45. H 0.12
46. H 0.13
47. H 0.13
48. H 0.12
49. Cl 0.45
50. Si -0.83
51. Cl 0.44
52. Cl 0.47

Molecular formula: C3H11NO3
Method: DFT, ωB97M-V with the def2-TZVPD basis set

Geometry as ORCA input:
```
! RIJCOSX wB97M-V def2-TZVPD def2/J DEFGRID3
* xyz 0 1
C -0.0685 2.2369 -0.3636
N 0.2406 0.8416 0.0846
C 0.2046 0.0245 -1.0390
C 1.3088 0.2826 -2.0336
O 1.1500 0.5688 -3.1885
H -0.1705 2.6696 0.6898
H 0.4908 2.6299 -1.1949
H -1.1375 2.2955 -0.6656
H 1.2395 0.7080 0.4978
H -0.7152 0.0406 -1.7649
H 0.2026 -1.0178 -0.6730
H 2.3549 0.1128 -1.6887
O 0.1345 -2.0361 1.4093
H -0.5003 -2.6904 1.6213
H 0.9688 -2.0426 2.1164
O -2.1232 -1.4055 2.2711
H -2.4062 -1.6035 1.4231
H -1.1736 -1.6149 2.4986
*
```

Highest occupied orbital energy = -8.94 eV
Energy above the lowest of the compared OMol25 structures with the same formula, charge and spin = 91.4 kcal/mol
Lowest unoccupied orbital energy = 0.17 eV
HOMO-LUMO gap = 9.1 eV

Charges in e, computed with Löwdin, in the same order as the atoms:
1. C -0.11
2. N -0.14
3. C -0.31
4. C -0.29
5. O 0.05
6. H 0.10
7. H 0.06
8. H 0.08
9. H 0.15
10. H 0.16
11. H 0.10
12. H 0.12
13. O -0.11
14. H 0.01
15. H 0.18
16. O -0.07
17. H -0.01
18. H 0.03

Molecular formula: C45H48BaN9O4S2
Method: DFT, ωB97M-V with the def2-TZVPD basis set

Geometry as ORCA input:
```
! RIJCOSX wB97M-V def2-TZVPD def2/J DEFGRID3
* xyz 1 1
Ba -0.2649 0.5989 0.9544
C -6.1140 -4.6177 -0.7590
C -4.8393 -3.8390 -0.5949
C -3.7513 -4.0306 -1.3809
C -2.5194 -3.3240 -1.1803
C -1.4883 -3.6117 -2.0831
N -0.1857 -3.4378 -2.0023
C 0.6344 -3.1628 -0.8228
C 2.0760 -3.5983 -1.0400
C 2.8334 -2.7728 -2.0896
N 2.8414 -1.3592 -1.7346
C 1.9649 -0.4529 -2.0892
C 0.9507 -0.4624 -3.0639
C 0.9387 -1.1814 -4.2887
C -0.1289 -1.1283 -5.1357
C -0.1390 -1.8224 -6.4702
C -1.2502 -0.3510 -4.7352
C -1.2892 0.4062 -3.5976
C -2.5405 1.0978 -3.2401
N -2.6349 2.0110 -2.3721
C -3.9640 2.4160 -1.9562
C -4.1156 2.0804 -0.4687
C -3.8921 0.5983 -0.2133
N -3.7203 0.3033 1.2083
C -3.6177 -0.9133 1.5483
C -3.6433 -2.0669 0.5992
C -4.7527 -2.8299 0.4112
C -2.4481 -2.2844 -0.1881
O -1.4464 -1.5367 -0.0359
C -0.1612 0.3826 -2.6877
O -0.1718 0.9764 -1.5811
H -6.0545 -5.2954 -1.6092
H -6.9646 -3.9522 -0.9162
H -6.3270 -5.2133 0.1307
H -3.7871 -4.7727 -2.1723
H -1.7918 -4.0799 -3.0163
H 0.3196 -3.6364 -2.8528
H 0.1981 -3.6962 0.0214
H 0.5816 -2.1108 -0.5680
H 2.1297 -4.6526 -1.3248
H 2.5847 -3.5047 -0.0768
H 2.3965 -2.8852 -3.0772
H 3.8632 -3.1209 -2.1572
H 3.3471 -1.1029 -0.8884
H 1.9829 0.4231 -1.4468
H 1.8234 -1.7234 -4.6055
H 0.7523 -2.4350 -6.6033
H -0.1709 -1.1011 -7.2887
H -1.0130 -2.4679 -6.5772
H -2.1246 -0.3507 -5.3810
H -3.4361 0.7108 -3.7515
H -4.7496 1.9189 -2.5457
H -4.0665 3.4938 -2.0941
H -5.1052 2.3846 -0.1211
H -3.3788 2.6477 0.1030
H -2.9839 0.2865 -0.7390
H -4.7116 0.0086 -0.6410
H -3.4719 -1.1188 2.6103
H -5.6315 -2.6374 1.0200
C 8.5638 2.1481 -0.8859
C 7.1753 1.9880 -0.3312
C 6.0591 2.0179 -1.1639
C 4.7805 1.8751 -0.6487
C 4.6085 1.6952 0.7161
C 5.7046 1.6743 1.5660
C 6.9774 1.8199 1.0375
S 2.9857 1.4345 1.3720
O 3.0682 1.5910 2.8029
O 2.1009 2.3430 0.6477
N 2.5087 -0.0155 0.9383
C 2.5362 -1.0635 1.8550
C 3.6622 -1.4725 2.5794
C 3.5553 -2.5643 3.4144
C 2.3398 -3.2367 3.5160
C 1.2802 -2.7649 2.7699
N 1.3648 -1.7072 1.9563
H 8.5460 2.2846 -1.9659
H 9.1742 1.2716 -0.6638
H 9.0621 3.0115 -0.4432
H 6.1935 2.1696 -2.2282
H 3.9159 1.9332 -1.2991
H 5.5522 1.5620 2.6314
H 7.8322 1.8112 1.7036
H 4.5922 -0.9295 2.4799
H 4.4130 -2.8943 3.9866
H 2.2161 -4.0929 4.1632
H 0.3081 -3.2445 2.8247
C -3.4040 1.2260 5.9996
N -3.0439 2.3217 5.1197
C -3.6340 3.5718 5.0982
C -2.9928 4.2966 4.1682
N -2.0081 3.4809 3.6213
C -2.0393 2.2543 4.2165
S -1.0256 0.9250 4.0180
C -1.1578 3.9329 2.5672
C -0.3824 5.0582 2.7757
C 0.3183 5.5723 1.6942
C 0.2010 4.9539 0.4627
C -0.5829 3.8172 0.3681
N -1.2433 3.2947 1.4074
H -4.2526 1.5354 6.6037
H -2.5634 0.9705 6.6421
H -3.6683 0.3510 5.4091
H -4.4575 3.8211 5.7420
H -3.1504 5.3015 3.8224
H -0.3297 5.5068 3.7578
H 0.9467 6.4442 1.8160
H 0.7223 5.3271 -0.4065
H -0.6994 3.2883 -0.5758
*
```

Highest occupied orbital energy = -9.91 eV
Energy above the lowest of the compared OMol25 structures with the same formula, charge and spin = 19.4 kcal/mol
Lowest unoccupied orbital energy = -2.68 eV
HOMO-LUMO gap = 7.2 eV

Löwdin atomic charge list, values in e, 99 entries:
1. Ba 1.80
2. C -0.05
3. C -0.27
4. C 0.00
5. C -0.11
6. C 0.00
7. N 0.09
8. C -0.17
9. C -0.13
10. C -0.14
11. N 0.09
12. C -0.02
13. C -0.12
14. C -0.02
15. C -0.27
16. C -0.05
17. C 0.02
18. C -0.10
19. C -0.12
20. N 0.05
21. C -0.22
22. C -0.17
23. C -0.23
24. N 0.07
25. C -0.14
26. C -0.13
27. C 0.04
28. C -0.32
29. O -0.24
30. C -0.32
31. O -0.26
32. H 0.08
33. H 0.08
34. H 0.08
35. H 0.12
36. H 0.14
37. H 0.14
38. H 0.13
39. H 0.07
40. H 0.13
41. H 0.11
42. H 0.09
43. H 0.13
44. H 0.13
45. H 0.11
46. H 0.11
47. H 0.08
48. H 0.09
49. H 0.08
50. H 0.13
51. H 0.13
52. H 0.11
53. H 0.12
54. H 0.12
55. H 0.08
56. H 0.09
57. H 0.14
58. H 0.11
59. H 0.13
60. C -0.05
61. C -0.27
62. C -0.03
63. C -0.06
64. C -0.28
65. C -0.06
66. C -0.03
67. S 0.52
68. O -0.29
69. O -0.41
70. N -0.26
71. C -0.45
72. C -0.01
73. C -0.05
74. C -0.07
75. C -0.15
76. N 0.03
77. H 0.08
78. H 0.08
79. H 0.09
80. H 0.11
81. H 0.11
82. H 0.11
83. H 0.12
84. H 0.11
85. H 0.11
86. H 0.10
87. H 0.11
88. C -0.03
89. N -0.12
90. C -0.03
91. C -0.02
92. N 0.00
93. C -0.73
94. S 0.54
95. C -0.28
96. C 0.02
97. C -0.03
98. C -0.03
99. C -0.17

What did the second record say?
Molecular formula: C21H20Cl3N4PtS2Si
Method: DFT, ωB97M-V with the def2-TZVPD basis set

Geometry as ORCA input:
```
! RIJCOSX wB97M-V def2-TZVPD def2/J DEFGRID3
* xyz 3 1
Pt -0.1475 0.4257 1.0352
C -4.0702 -2.7590 1.6344
N -3.5260 -1.8021 2.6137
C -3.7120 -1.8838 3.9736
C -3.0456 -0.8566 4.5432
N -2.4745 -0.1289 3.5119
C -2.7804 -0.7319 2.3354
S -2.2748 -0.2911 0.7448
C -1.7708 1.0916 3.6698
C -2.0739 1.9383 4.7177
C -1.3632 3.1197 4.8531
C -0.3906 3.4395 3.9155
C -0.1676 2.5621 2.8799
N -0.8314 1.3896 2.7603
H -4.9047 -3.2762 2.0981
H -3.2971 -3.4745 1.3607
H -4.4284 -2.2292 0.7570
H -4.2904 -2.6745 4.4220
H -2.9075 -0.6002 5.5791
H -2.8731 1.6900 5.4019
H -1.5835 3.7932 5.6712
H 0.1783 4.3566 3.9733
H 0.5631 2.7897 2.1095
N 0.8778 0.4327 -0.6682
S 0.6907 -0.4193 -2.1398
C 2.2552 -1.1644 -2.4320
C 3.4166 -0.3902 -2.4659
C 4.6215 -1.0274 -2.6953
C 4.6527 -2.4045 -2.9100
C 3.4863 -3.1569 -2.8944
C 2.2691 -2.5393 -2.6470
C 0.6121 0.8961 -3.3395
C -0.1104 2.0438 -3.0358
C -0.2613 3.0076 -4.0186
C 0.2860 2.8092 -5.2808
C 0.9864 1.6469 -5.5705
C 1.1553 0.6718 -4.5988
H 1.8626 0.2729 -0.4278
H 3.3749 0.6869 -2.3482
H 5.5366 -0.4523 -2.7307
H 5.5993 -2.8910 -3.1047
H 3.5221 -4.2210 -3.0830
H 1.3489 -3.1093 -2.6450
H -0.5404 2.1942 -2.0549
H -0.8080 3.9146 -3.8012
H 0.1612 3.5650 -6.0442
H 1.4064 1.4943 -6.5550
H 1.6967 -0.2360 -4.8287
Cl 0.7667 -2.9928 0.3707
Si 0.8033 -1.5803 1.7738
Cl 2.6052 -0.7615 2.1448
Cl -0.1016 -2.1777 3.4697
*
```

Highest occupied orbital energy = -16.87 eV
Energy above the lowest of the compared OMol25 structures with the same formula, charge and spin = 10.9 kcal/mol
Lowest unoccupied orbital energy = -11.62 eV
HOMO-LUMO gap = 5.3 eV

Charges in e, computed with Löwdin, in the same order as the atoms:
1. Pt 0.84
2. C 0.04
3. N -0.08
4. C 0.03
5. C 0.01
6. N -0.01
7. C -0.64
8. S 0.79
9. C -0.22
10. C 0.06
11. C 0.04
12. C 0.02
13. C -0.08
14. N -0.07
15. H 0.12
16. H 0.11
17. H 0.10
18. H 0.16
19. H 0.15
20. H 0.14
21. H 0.15
22. H 0.14
23. H 0.13
24. N -0.46
25. S 1.13
26. C -0.47
27. C -0.07
28. C -0.02
29. C -0.01
30. C -0.03
31. C -0.11
32. C -0.41
33. C -0.09
34. C -0.04
35. C -0.02
36. C -0.02
37. C -0.06
38. H -0.02
39. H 0.13
40. H 0.13
41. H 0.13
42. H 0.13
43. H 0.11
44. H 0.09
45. H 0.12
46. H 0.13
47. H 0.13
48. H 0.12
49. Cl 0.45
50. Si -0.83
51. Cl 0.44
52. Cl 0.47

Which formula does entry 4 have? C45H48BaN9O4S2